# C4H15N2O

A cluster of 2 separate species, C4H15N2O in total (ωB97M-V/def2-TZVPD, the Open Molecules 2025 dataset).

Summary:
Total charge: +1
Gap between HOMO and LUMO, eV: 10.216
LUMO energy, eV: -2.97

Cartesian coordinates (Å):
C: 0.0147 1.2634 -0.9397
N: 0.1398 1.4132 0.5175
C: 0.5698 2.7408 0.9664
C: -0.4293 -0.2103 -1.1924
N: 0.3051 -1.0769 -0.2354
C: 1.1585 -2.0415 -1.0264
H: -0.6274 1.9636 -1.4694
H: 0.9827 1.3474 -1.4427
H: -0.7269 1.1542 0.9730
H: 0.9908 2.6437 1.9654
H: 1.4094 3.0849 0.3505
H: -0.1838 3.5277 0.8330
H: -1.4936 -0.3866 -1.0148
H: -0.2774 -0.3286 -2.2634
H: -0.3521 -1.6764 0.3375
H: 0.8366 -0.4196 0.3650
H: 1.5103 -2.8694 -0.4205
H: 0.5647 -2.3654 -1.8825
H: 1.9787 -1.5152 -1.5026
H: -2.4318 -1.4264 1.5882
H: -1.3980 -2.3878 2.1817
O: -1.4863 -1.6529 1.5770

=====

# C8H8N4O

An isolated molecule of C8H8N4O (ωB97M-V/def2-TZVPD, the Open Molecules 2025 dataset).

Summary:
Structure (SMILES): COc1cccc(-n2cnnn2)c1
Gap between HOMO and LUMO, eV: 9.596
LUMO energy, eV: 0.17

Cartesian coordinates (Å):
C: 2.0646 2.2072 1.4934
C: 1.0052 1.1360 -0.3899
C: 0.8511 1.1763 -1.8187
C: 0.0101 0.2968 -2.4258
C: -0.6711 -0.6852 -1.6221
C: -0.4917 -0.8191 -0.3062
C: 0.3398 0.2308 0.2736
C: -1.6335 -1.8231 1.4949
H: 3.0182 1.4681 1.6467
H: 1.0263 1.7934 2.0500
H: 2.4720 3.3559 1.6139
H: 1.4055 2.0265 -2.3262
H: -0.2241 0.3479 -3.5391
H: -1.4440 -1.1076 -2.2449
H: 0.3971 0.1290 1.3795
H: -1.1251 -1.4451 2.2781
N: -1.3213 -1.7844 0.2986
N: -2.5480 -2.7381 1.7701
N: -2.8488 -3.2911 0.5668
N: -2.1040 -2.6615 -0.3335
O: 1.8217 2.1875 0.1410

=====

# C7H12FNO3

An isolated molecule of C7H12FNO3 (ωB97M-V/def2-TZVPD, the Open Molecules 2025 dataset).

Summary:
Structure (SMILES): C/C=[N+](/[O-])OC/C(OC)=C(/C)F
Gap between HOMO and LUMO, eV: 8.984
LUMO energy, eV: 0.84

Cartesian coordinates (Å):
C: -0.2179 1.5100 -0.7625
C: -1.0084 0.3140 -0.4330
C: 2.7638 -0.7310 -0.5120
C: -1.0914 -2.1907 -0.3037
C: -2.2919 1.5319 1.0643
C: 1.7532 -0.5195 0.6229
C: -0.4592 -0.8823 -0.6989
N: 1.1612 0.5680 0.8789
O: 0.6323 0.8814 1.9333
O: 1.0816 1.5086 -0.2141
O: -2.0319 0.3205 0.4244
F: 0.4384 -1.0099 -1.7827
H: -0.4683 2.5776 -0.4716
H: 0.0203 1.4542 -1.8572
H: 2.8734 -1.8039 -0.8179
H: 2.4618 -0.0855 -1.3893
H: 3.8537 -0.3434 -0.3133
H: -1.1280 -2.3425 0.7705
H: -0.6412 -2.9990 -0.7115
H: -2.1684 -2.1245 -0.5737
H: -1.5914 2.0031 1.7657
H: -3.2021 1.3196 1.5375
H: -2.5896 2.2319 0.3641
H: 1.8499 -1.1888 1.4797

=====

# C8H10N2O

A structure of composition C8H10N2O (ωB97M-V/def2-TZVPD, the Open Molecules 2025 dataset).

Summary:
Gap between HOMO and LUMO (spin up / spin down), eV: 7.429 / 7.428
LUMO energy (spin up / spin down), eV: 0.45 / 0.45

Cartesian coordinates (Å):
C: 2.2891 1.3578 -0.1547
C: 1.1418 1.6142 0.6897
C: 0.9997 -1.8611 0.2525
C: -0.4840 -0.5787 -1.4076
C: -1.1868 -0.8538 1.1144
C: -0.4825 0.9004 -1.0657
C: -0.8869 0.6471 1.3601
C: -0.4075 -1.5140 -0.1145
N: 2.7201 0.1810 -0.3377
N: -0.0011 1.1277 0.2800
O: 2.0500 -1.3388 0.2560
H: 2.7446 2.3057 -0.3476
H: -1.3737 -1.0282 -1.9153
H: 0.4637 -0.9593 -1.8109
H: -0.9805 -1.4039 1.9914
H: -2.1907 -1.0239 0.8822
H: 0.2431 1.5946 -1.5668
H: -1.5811 1.1716 -1.2766
H: -1.7014 1.3128 1.1899
H: -0.5245 0.7421 2.4205
H: -0.8516 -2.3931 -0.4393

=====

# C7H11ClN

The ion C7H11ClN with charge +1 (ωB97M-V/def2-TZVPD, the Open Molecules 2025 dataset).

Summary:
Total charge: +1
2S+1: 3
Gap between HOMO and LUMO (spin up / spin down), eV: 7.315 / 7.177
LUMO energy (spin up / spin down), eV: -3.64 / -7.45

Cartesian coordinates (Å):
C: 0.5855 2.0933 0.1191
C: -0.5768 1.7202 -0.4833
C: 1.7238 1.2604 0.3457
C: -1.0221 0.4101 -0.7883
C: 1.9600 0.1280 -0.3449
C: -0.3888 -0.6617 1.2760
C: -1.3370 -1.9459 -0.5487
N: -0.9176 -0.6576 -0.0522
Cl: 3.3493 -0.8302 -0.1084
H: 0.7087 3.1326 0.3871
H: -1.2361 2.5024 -0.8389
H: 2.4505 1.6050 1.0675
H: -1.5978 0.3100 -1.7041
H: 1.3489 -0.1791 -1.1827
H: 0.6406 -1.0336 1.2807
H: -0.3921 0.3419 1.6941
H: -0.9879 -1.3185 1.9060
H: -0.4586 -2.5214 -0.8540
H: -1.8500 -2.5063 0.2334
H: -2.0025 -1.8497 -1.4043

=====

# C3H3Br3F2N3

The ion C3H3Br3F2N3 with charge +1 (ωB97M-V/def2-TZVPD, the Open Molecules 2025 dataset).

Summary:
Total charge: +1
Gap between HOMO and LUMO, eV: 9.120
LUMO energy, eV: -5.07

Cartesian coordinates (Å):
C: 0.4970 -0.9166 -0.2730
C: -0.8786 1.0982 0.3176
C: -1.6634 -1.5726 0.7315
N: 0.3130 0.3902 -0.2547
N: -1.6868 0.3991 1.2167
N: -0.3701 -1.8148 0.2086
F: -1.8004 -2.0901 1.9495
F: -1.1073 0.3691 2.4678
Br: 1.9582 -1.5113 -1.3834
Br: -1.9081 1.7029 -1.3627
Br: -3.1623 -1.8438 -0.4815
H: -0.5389 2.1821 0.6285
H: 0.9645 1.0580 -0.8060
H: -0.3265 -2.8371 -0.1260

=====

# CH3N2PS

A cluster of 2 separate species, CH3N2PS in total (ωB97M-V/def2-TZVPD, the Open Molecules 2025 dataset).

Summary:
Gap between HOMO and LUMO, eV: 8.800
LUMO energy, eV: -0.91

Cartesian coordinates (Å):
C: 1.8458 -0.0504 -0.1438
N: 2.8603 0.0217 0.3968
N: -1.0665 1.1426 0.0481
P: -0.5051 0.0282 -0.9858
S: -0.8864 -1.6426 0.2234
H: -1.5470 0.8121 0.7921
H: -0.5356 2.0400 0.2461
H: -0.1656 -2.3515 -0.5769